No. 1
{
  "formula": "C13H6AuCl5N2S3Sb",
  "method": "ωB97M-V with the def2-TZVPD basis set",
  "s_squared": 0.7553,
  "max_force_ha_per_bohr": 0.020,
  "relative_energy_kcal_mol": 0.00,
  "spin_multiplicity": 2,
  "homo_lumo_gap_ha": [0.278, 0.226],
  "elements": ["Au", "Sb", "Cl", "Cl", "Cl", "Cl", "Cl", "S", "S", "S", "N", "N", "C", "C", "C", "C", "C", "C", "C", "C", "C", "C", "C", "C", "C", "H", "H", "H", "H", "H", "H"],
  "coordinates": [[-0.4454, -0.6386, -0.4503], [-1.8878, -2.3658, -2.7748], [0.1164, 0.0197, 2.6442], [5.2713, 1.4409, 2.0597], [5.1631, 0.7885, -0.9736], [2.7468, 1.0577, 3.8244], [2.5441, -0.2097, -2.2573], [0.1677, -2.6238, -1.5523], [-1.6700, -0.2915, -3.9771], [-2.7122, -1.3673, -0.7634], [-2.4380, 2.8277, 0.6939], [-1.0354, 1.2665, 0.0637], [-2.0754, 1.5444, 0.8152], [-0.7179, 2.4254, -0.6423], [0.2478, 2.6757, -1.6146], [0.2995, 3.9555, -2.1262], [-0.5780, 4.9625, -1.6954], [-1.5457, 4.7200, -0.7434], [1.4378, -0.1066, 0.2048], [3.7699, 0.5566, 0.0023], [2.5848, 0.0833, -0.5598], [3.8168, 0.8535, 1.3585], [-1.5970, 3.4291, -0.2329], [2.6833, 0.6834, 2.1470], [1.5065, 0.2088, 1.5778], [-3.2065, 3.2573, 1.1792], [1.0327, 4.1872, -2.8865], [-0.4998, 5.9508, -2.1275], [-2.2301, 5.4916, -0.4189], [0.9118, 1.9038, -1.9671], [-2.5717, 0.8424, 1.4613]],
  "atomic_forces_ev_per_a": [[0.1, -0.9, -0.5], [-0.1, -0.3, -0.2], [0.5, -0.2, -0.4], [0.0, 0.0, 0.0], [0.1, 0.0, 0.0], [0.1, 0.0, 0.0], [-0.1, 0.0, -0.1], [0.1, 0.4, 0.4], [0.1, 0.0, 0.2], [0.2, 0.4, 0.0], [-0.1, 0.2, 0.0], [-0.7, 0.3, 0.0], [0.4, 0.1, -0.1], [-0.1, 0.0, 0.1], [-0.1, 0.1, 0.1], [0.0, 0.0, 0.0], [0.0, 0.0, 0.0], [0.0, 0.0, 0.0], [-0.1, 0.2, 0.6], [0.0, 0.0, 0.0], [-0.3, 0.0, 0.2], [0.1, 0.0, 0.0], [0.0, 0.0, 0.0], [-0.1, 0.0, 0.2], [0.1, -0.1, -0.5], [0.0, 0.0, 0.0], [0.0, 0.0, 0.0], [0.0, 0.0, 0.0], [0.0, 0.0, 0.0], [0.1, -0.1, 0.0], [0.0, 0.0, 0.0]]
}


No. 2
{
  "formula": "C18H22BCl5N4S2Se2Tc",
  "method": "ωB97M-V with the def2-TZVPD basis set",
  "s_squared": 0.8330,
  "max_force_ha_per_bohr": 0.054,
  "relative_energy_kcal_mol": 39.31,
  "spin_multiplicity": 2,
  "homo_lumo_gap_ha": [0.177, 0.214],
  "total_charge": 2,
  "elements": ["Tc", "Se", "Se", "Cl", "Cl", "Cl", "Cl", "Cl", "S", "S", "N", "N", "N", "N", "C", "C", "C", "C", "C", "C", "C", "C", "C", "C", "C", "C", "C", "C", "C", "C", "C", "C", "B", "H", "H", "H", "H", "H", "H", "H", "H", "H", "H", "H", "H", "H", "H", "H", "H", "H", "H", "H", "H", "H", "H"],
  "coordinates": [[-0.2208, -0.3321, -1.0742], [0.5795, -2.7907, -1.2811], [-0.5205, -0.8352, 1.3624], [-0.6561, 0.0009, -3.4659], [-5.9727, -1.0482, -4.0406], [-5.9070, -2.2226, -1.1464], [-3.3329, 0.0309, -5.3496], [-3.3300, -2.1060, 0.5108], [2.0421, 0.3057, -1.7898], [-1.0717, 1.9063, -0.6706], [3.7476, -0.6222, 0.0943], [0.8136, 3.0121, 1.0672], [2.7410, 1.2559, 0.6601], [-1.2729, 3.7033, 1.2707], [2.8673, 0.3239, -0.2932], [0.2253, -3.4536, 0.5616], [-4.4967, -1.5439, -1.8388], [-4.5255, -1.0489, -3.1499], [-2.1576, -0.9327, -1.6213], [-0.4359, 2.8831, 0.5855], [4.1826, -0.2827, 1.3437], [-0.7392, -3.8465, -2.2171], [0.1872, 0.3439, 2.7566], [0.7476, 3.9155, 2.0817], [-2.2124, -0.5469, -2.9577], [-0.5394, 4.3528, 2.2114], [-2.6701, 3.8993, 0.9835], [-3.3455, -0.5584, -3.7460], [-3.3181, -1.4784, -1.0848], [4.2111, -1.7457, -0.6778], [0.6178, -2.4395, 1.6159], [3.5617, 0.8791, 1.6854], [2.1632, 2.6801, 0.3500], [-3.1014, 4.5554, 1.7358], [0.2515, -0.2276, 3.6831], [4.8938, -0.8834, 1.8693], [-0.6453, -3.6066, -3.2742], [-1.7365, -3.6041, -1.8624], [1.6670, -2.1464, 1.5416], [3.9418, -2.6813, -0.1847], [1.6242, 4.2201, 2.6143], [-0.8496, -3.6457, 0.6061], [0.4245, -2.8500, 2.6103], [2.9673, 3.4604, 0.7231], [-2.8002, 4.3638, 0.0031], [5.2948, -1.6990, -0.7830], [0.7767, -4.3904, 0.6941], [-0.5558, 1.1294, 2.8931], [-3.1955, 2.9422, 0.9768], [1.1511, 0.7726, 2.5067], [3.7702, -1.7235, -1.6744], [-0.9485, 5.0738, 2.8907], [-0.5191, -4.9027, -2.0638], [1.9496, 2.7233, -0.8193], [3.6782, 1.4592, 2.5762]],
  "atomic_forces_ev_per_a": [[0.5, 2.1, 1.7], [-0.2, 0.1, 0.5], [0.7, -0.3, 0.5], [0.4, 0.4, -1.0], [0.0, 0.0, 0.0], [0.0, 0.1, -0.1], [0.2, -0.1, 0.1], [-0.2, -0.3, 0.2], [-1.0, -0.6, -0.7], [0.0, -1.2, -1.3], [-0.4, 0.7, 0.3], [-0.6, 0.0, -0.1], [0.2, -0.5, -0.3], [0.8, -0.5, -0.2], [-0.2, -0.4, 0.1], [-0.2, 0.0, -0.2], [0.0, 0.1, 0.0], [0.3, 0.0, -0.1], [0.3, -0.2, -0.6], [-0.1, -0.3, 0.5], [-0.1, 0.2, 0.2], [-0.2, -0.2, -0.1], [0.0, 0.2, -0.1], [-0.4, 0.4, 0.4], [-0.8, -0.2, 0.6], [0.6, 0.0, 0.3], [-0.9, 0.1, -0.2], [-0.3, 0.0, 0.1], [0.1, 0.0, -0.1], [0.3, -0.7, -0.4], [0.0, 0.1, -0.2], [0.3, -0.2, 0.1], [-0.2, 0.0, -0.3], [0.1, -0.1, 0.0], [-0.1, -0.2, -0.2], [0.2, -0.1, 0.2], [0.0, 0.0, 0.0], [0.0, 0.0, 0.0], [-0.1, 0.1, 0.1], [0.0, 0.1, 0.0], [0.2, 0.1, 0.1], [0.1, -0.1, 0.0], [0.0, 0.2, -0.1], [0.2, 0.3, 0.2], [0.1, 0.0, 0.1], [0.0, 0.0, 0.1], [-0.1, 0.2, -0.1], [0.0, 0.0, -0.1], [0.0, 0.1, 0.1], [-0.1, -0.1, -0.1], [0.0, 0.1, 0.2], [-0.2, 0.1, 0.0], [0.1, 0.1, 0.0], [0.1, 0.1, -0.1], [0.0, 0.2, 0.2]]
}


No. 3
{
  "formula": "C12H29CeClI2NOP2",
  "method": "ωB97M-V with the def2-TZVPD basis set",
  "s_squared": 0.7553,
  "max_force_ha_per_bohr": 0.051,
  "relative_energy_kcal_mol": 4.12,
  "spin_multiplicity": 2,
  "homo_lumo_gap_ha": [0.235, 0.227],
  "total_charge": 2,
  "elements": ["Ce", "I", "I", "Cl", "P", "P", "O", "N", "C", "C", "C", "C", "C", "C", "C", "C", "C", "C", "C", "C", "H", "H", "H", "H", "H", "H", "H", "H", "H", "H", "H", "H", "H", "H", "H", "H", "H", "H", "H", "H", "H", "H", "H", "H", "H", "H", "H", "H", "H"],
  "coordinates": [[0.0990, -0.7920, -1.8967], [-0.1102, -1.5083, -5.7848], [1.1235, -3.1510, -2.9940], [-0.4138, 1.2702, -3.2905], [-2.7983, -0.9325, -1.8610], [2.6543, 0.4584, -1.7561], [-0.4138, 0.0029, 0.3567], [1.0327, 0.9352, 1.8790], [-3.3556, -2.1591, -0.6664], [1.4529, 1.2179, 3.2727], [3.2394, 0.2092, -3.4461], [-0.1985, 0.5442, 1.4948], [-1.2913, 0.7592, 2.5418], [-1.2611, -0.2854, 3.6865], [-3.2343, -1.4308, -3.5325], [2.7900, 2.2283, -1.4203], [1.1808, 0.0453, 4.2405], [3.8118, -0.3823, -0.6652], [-0.2506, 0.0125, 4.7839], [-3.6985, 0.5849, -1.4398], [4.8193, 0.0104, -0.7811], [1.7360, 1.1062, 1.1421], [3.7948, -1.4550, -0.8857], [-4.7740, 0.4642, -1.5393], [3.8104, 2.5753, -1.5640], [-1.1875, 1.7884, 2.9519], [3.4714, -0.2432, 0.3681], [1.4476, -0.9178, 3.7585], [-4.4290, -2.3248, -0.7184], [0.9349, 2.1240, 3.6188], [2.4641, 2.4181, -0.3895], [2.1044, 2.7548, -2.0961], [-3.3461, 1.3922, -2.0965], [4.2622, 0.5742, -3.5305], [3.1713, -0.8619, -3.6920], [-0.4876, 0.9683, 5.2798], [-0.3154, -0.7815, 5.5405], [-2.8780, -0.6530, -4.2295], [1.8449, 0.2061, 5.1040], [-2.2676, 0.6593, 2.0461], [-4.3030, -1.6008, -3.6339], [2.5646, 0.7342, -4.1397], [-2.2590, -0.2701, 4.1435], [-3.4477, 0.8475, -0.3988], [-2.6545, -2.3365, -3.7777], [2.5426, 1.3968, 3.2527], [-3.0861, -1.8035, 0.3424], [-2.8235, -3.1019, -0.8515], [-1.0678, -1.2968, 3.2735]],
  "atomic_forces_ev_per_a": [[-1.4, 2.1, 0.6], [0.1, -0.1, 0.2], [0.3, -0.8, -0.1], [0.2, -0.6, 0.7], [0.1, 0.4, 0.1], [0.1, 0.0, -0.3], [0.6, 0.3, -0.2], [-0.2, -0.1, -1.2], [0.4, -0.3, 0.3], [0.0, -0.2, 0.2], [-0.4, -0.2, -0.3], [0.7, 0.2, 1.0], [-0.1, -0.3, -0.5], [-0.2, 0.0, 0.1], [0.5, -0.1, -0.3], [-0.6, 0.0, 0.1], [0.1, 0.4, 0.3], [-0.2, -0.2, 0.3], [0.3, -0.3, -0.2], [0.7, 0.3, 0.1], [0.1, 0.0, 0.0], [-0.7, -0.6, 0.7], [0.1, 0.1, 0.0], [-0.1, -0.1, 0.0], [0.1, 0.0, 0.0], [-0.1, -0.6, -0.3], [0.2, -0.1, -0.1], [0.0, 0.5, 0.3], [-0.1, 0.0, 0.0], [0.3, -0.1, 0.0], [0.2, 0.2, -0.2], [0.2, 0.0, 0.2], [-0.2, -0.2, 0.2], [0.0, 0.0, -0.2], [0.3, 0.4, 0.1], [0.1, -0.3, -0.1], [0.0, 0.3, -0.1], [-0.3, -0.2, 0.3], [0.0, -0.2, -0.4], [0.4, 0.2, 0.0], [-0.1, -0.1, -0.1], [0.3, 0.0, 0.2], [0.2, -0.2, -0.2], [-0.2, 0.0, -0.4], [-0.4, 0.2, 0.0], [-0.6, 0.1, -0.2], [-0.2, -0.1, -0.3], [-0.3, 0.1, 0.1], [-0.3, 0.5, 0.2]]
}


No. 4
{
  "formula": "C6H13NO3S",
  "method": "ωB97M-V with the def2-TZVPD basis set",
  "max_force_ha_per_bohr": 0.105,
  "relative_energy_kcal_mol": 80.01,
  "homo_lumo_gap_ha": 0.389,
  "smiles": "CC(C)(C)N=[S@](C)(=O)OC=O",
  "elements": ["S", "O", "O", "O", "N", "C", "C", "C", "C", "C", "C", "H", "H", "H", "H", "H", "H", "H", "H", "H", "H", "H", "H", "H"],
  "coordinates": [[-1.5427, 0.8262, 0.0401], [-2.6858, -0.2401, 1.0669], [-1.5260, 1.9058, 0.9576], [-3.4170, -1.3720, -0.6587], [-0.3458, 0.1709, -0.4663], [0.9520, -0.0896, 0.0938], [1.6505, -1.1395, -0.7160], [-2.5353, 1.2373, -1.4120], [0.8678, -0.6187, 1.4945], [1.8285, 1.2705, 0.0367], [-3.4695, -1.0606, 0.4956], [1.2346, 2.1321, 0.6483], [-4.2405, -1.4967, 1.1998], [1.0958, -2.1776, -0.5666], [-2.4839, 0.4062, -1.9617], [1.7609, -0.8813, 2.0059], [-1.8055, 2.0821, -1.8118], [2.7875, 1.0242, 0.5628], [2.6660, -1.2924, -0.4781], [1.9642, 1.5750, -1.0842], [-3.5425, 1.5695, -1.0544], [0.2320, -1.4754, 1.4028], [1.4826, -0.9737, -1.7496], [0.3404, -0.0223, 2.1992]],
  "atomic_forces_ev_per_a": [[-1.3, -0.1, 0.0], [1.9, 2.3, 0.8], [0.0, 0.9, 0.8], [-0.3, -0.4, -1.2], [0.0, -0.9, -0.9], [2.1, 2.0, 0.6], [-2.7, -2.8, -0.2], [1.6, 4.3, 2.8], [-1.3, -0.1, 0.4], [-1.7, 0.5, 0.2], [-1.6, -1.8, -0.1], [1.5, -2.0, -1.6], [0.6, 0.4, -0.4], [1.1, 1.9, 0.0], [-0.3, -3.0, -2.5], [1.2, -0.3, -0.2], [-2.0, -1.5, 0.6], [-0.7, 0.6, -0.7], [1.2, 0.1, 0.3], [-0.1, -0.4, 2.2], [1.0, -0.2, -0.6], [-0.2, -1.0, 0.2], [0.3, 0.4, -1.1], [-0.5, 1.2, 0.4]]
}


No. 5
{
  "formula": "CH2ClFOS",
  "method": "ωB97M-V with the def2-TZVPD basis set",
  "max_force_ha_per_bohr": 0.050,
  "relative_energy_kcal_mol": 43.53,
  "homo_lumo_gap_ha": [0.342, 0.268],
  "elements": ["Cl", "S", "F", "O", "C", "H", "H"],
  "coordinates": [[-1.6225, -0.3258, 2.4893], [-2.0020, -0.0468, 0.4768], [1.4740, -1.2837, -1.4823], [-1.7204, 1.3320, 0.1322], [1.1855, -0.2606, -0.7004], [1.8960, -0.1807, 0.1207], [0.7896, 0.7656, -1.0363]],
  "atomic_forces_ev_per_a": [[0.0, 0.0, -0.2], [0.1, -0.6, 0.4], [-0.3, 0.1, -0.9], [0.1, 0.7, -0.2], [0.1, 2.2, 1.2], [-0.2, -0.2, 0.1], [0.4, -2.1, -0.4]]
}